A 2-piece molecular cluster, C2H7OS overall. Source: the Open Molecules 2025 dataset; level of theory: wB97M-V/def2-TZVPD.

XYZ file:
```
11
Properties=species:S:1:pos:R:3:forces:R:3:nbo_charge:R:1
S -0.4764 0.2252 -2.8809 -0.04 -0.24 -0.02 -1.037
H 0.1057 1.1476 -3.6553 0.07 0.15 0.07 0.095
C -0.4139 -0.6470 0.7409 0.26 -0.02 -0.42 -0.058
O -1.4111 0.1591 0.1613 0.17 0.08 -0.12 -0.777
C 0.8192 0.1533 1.1257 0.35 0.19 -0.16 -0.640
H -0.8447 -1.1210 1.6108 -0.23 -0.17 0.39 0.143
H -0.1174 -1.4339 0.0354 -0.03 -0.07 0.09 0.163
H -1.0908 0.3800 -0.7492 -0.23 0.08 0.06 0.509
H 0.5165 1.1171 1.5218 -0.09 0.14 0.24 0.201
H 1.4843 -0.3366 1.8401 -0.19 -0.20 0.16 0.181
H 1.4286 0.3563 0.2494 -0.05 0.08 -0.27 0.220
```
Forces are in eV/Å.

## Properties
Frontier orbital gap, eV: 7.0
Energy above the lowest of the compared OMol25 structures with the same formula, charge and spin, kJ/mol: 11.23
Charge: -1
HOMO, eV: -2.9
Energy, eV: -15071.2894

---

One molecule with the formula C14H17NO. Source: the Open Molecules 2025 dataset; level of theory: wB97M-V/def2-TZVPD.

XYZ file:
```
33
Properties=species:S:1:pos:R:3:forces:R:3:nbo_charge:R:1
O 3.8247 -0.8865 -3.7297 0.31 0.42 -0.09 -0.715
C 2.7147 -1.6908 -3.4084 -0.34 -0.24 0.31 -0.053
C 1.9796 -1.2386 -2.1449 0.14 0.20 -0.45 -0.439
C 1.2621 0.1015 -2.3340 0.14 -0.29 0.02 -0.218
N 0.3194 0.3422 -1.2583 -0.20 0.35 -0.11 -0.620
H -0.3289 1.0764 -1.5267 0.06 -0.08 0.05 0.363
C 0.9408 0.7092 0.0082 0.04 0.02 -0.06 -0.248
C -0.0987 1.1243 1.0133 0.20 0.28 -0.03 -0.020
C -0.0883 2.3970 1.5238 0.15 -0.24 -0.21 -0.204
C -1.0362 2.8143 2.4692 -0.28 0.01 0.23 -0.214
C -1.9982 1.9488 2.9029 0.12 0.25 0.01 -0.184
C -2.0525 0.6311 2.4027 0.18 -0.12 -0.22 -0.074
C -3.0390 -0.2784 2.8385 -0.11 -0.18 0.02 -0.179
C -3.0860 -1.5514 2.3458 -0.16 0.16 0.17 -0.213
C -2.1481 -1.9680 1.3895 0.21 -0.02 -0.14 -0.216
C -1.1788 -1.1117 0.9468 -0.04 -0.29 0.04 -0.195
C -1.0972 0.2081 1.4398 -0.25 0.13 0.25 0.007
H -0.4746 -1.4300 0.1962 0.03 -0.05 -0.07 0.226
H -2.1994 -2.9755 1.0026 0.03 -0.06 -0.05 0.212
H -3.8441 -2.2423 2.6854 -0.07 -0.02 0.04 0.212
H -3.7594 0.0548 3.5725 -0.07 0.02 0.07 0.208
H -2.7318 2.2588 3.6335 -0.06 0.04 0.07 0.210
H -0.9938 3.8248 2.8490 -0.03 0.06 0.05 0.213
H 0.6688 3.0984 1.2006 0.09 0.01 -0.07 0.208
H 1.4857 -0.1632 0.3835 0.04 0.06 0.01 0.200
H 1.6713 1.5291 -0.1180 -0.06 -0.15 0.08 0.174
H 2.0074 0.9158 -2.4174 -0.08 -0.06 -0.04 0.151
H 0.6891 0.0655 -3.2659 0.07 0.03 0.00 0.195
H 1.2357 -1.9925 -1.8856 -0.07 -0.04 0.05 0.213
H 2.7011 -1.1673 -1.3302 0.02 -0.08 0.06 0.206
H 3.1232 -2.6928 -3.2581 -0.11 0.04 -0.06 0.182
H 2.0104 -1.7270 -4.2531 0.03 -0.08 0.09 0.151
H 3.5210 0.0160 -3.8737 0.06 -0.06 -0.02 0.461
```
Forces are in eV/Å.

## Properties
Frontier orbital gap, eV: 8.8
Energy above the lowest of the compared OMol25 structures with the same formula, charge and spin, kJ/mol: 8.37
SMILES string: OCCCNCc1cccc2ccccc12
HOMO, eV: -8.2
Energy, eV: -18331.4224

---

One molecule with the formula C2H4O2S. Source: the Open Molecules 2025 dataset; level of theory: wB97M-V/def2-TZVPD.

XYZ file:
```
9
Properties=species:S:1:pos:R:3:forces:R:3:nbo_charge:R:1
C -0.1286 -0.2660 -0.1121 -0.34 -0.16 -2.89 0.095
C 0.0686 1.1674 0.2049 -0.73 1.52 0.00 -0.736
O -0.0061 -2.6192 -1.6409 -0.14 0.59 0.39 -0.731
O -0.3525 -1.1749 0.8136 0.20 -0.57 1.14 -0.636
S 0.3011 -1.1629 -1.7887 0.13 0.84 0.63 0.833
H -0.4765 1.4324 1.1787 0.94 -0.60 -1.03 0.231
H -0.5207 1.8330 -0.5279 1.24 -0.90 0.70 0.246
H 1.1525 1.5149 0.2776 -1.23 -0.29 -0.14 0.221
H -0.0378 -0.7247 1.5948 -0.06 -0.43 1.19 0.476
```
Forces are in eV/Å.

## Properties
Multiplicity: 3
Frontier orbital gap (alpha / beta), eV: 7.4 / 8.6
Energy above the lowest of the compared OMol25 structures with the same formula, charge and spin, kJ/mol: 136.37
⟨S²⟩: 2.0083
HOMO (alpha / beta), eV: -6.7 / -9.9
Energy, eV: -17065.1522

---

A 16-piece molecular cluster, H31O16 overall. Source: the Open Molecules 2025 dataset; level of theory: wB97M-V/def2-TZVPD.

XYZ file:
```
47
Properties=species:S:1:pos:R:3:forces:R:3:nbo_charge:R:1
O 5.3600 -2.1642 1.9562 -2.62 -0.87 2.59 -0.921
H -4.5630 2.7385 3.5781 -0.88 -0.70 3.53 0.457
H 2.4073 0.2129 2.2090 1.33 0.91 0.65 0.489
O -5.1879 0.1440 1.2211 7.10 4.50 0.56 -0.959
H 4.7347 -2.9279 2.1970 1.82 0.83 -1.29 0.453
H 5.0203 -1.6205 2.7273 1.00 0.05 -1.32 0.469
O 0.3178 1.0210 -3.7820 -4.40 3.64 -2.56 -0.971
H -5.1105 0.6550 0.4462 -0.80 0.13 -1.32 0.495
H 3.8029 1.0041 2.6171 -0.62 -0.07 -0.70 0.483
O 3.0782 0.4369 2.9011 -0.70 -0.86 0.10 -0.971
H -0.3583 1.9294 -0.8264 -1.51 0.64 -0.09 0.501
H -5.8055 -0.4044 1.4302 -6.35 -4.77 0.74 0.466
O -4.3517 2.8859 2.7121 -1.49 1.09 -4.88 -0.916
H -1.0274 4.2056 -0.2149 -0.44 1.45 -0.36 0.502
H -3.1029 -0.4273 -4.5437 -1.95 1.19 1.62 0.472
O 1.6042 -2.8683 -0.5740 0.98 2.90 -1.78 -1.051
H 1.6237 -1.8157 -1.0403 0.30 -2.78 1.69 0.495
H -1.2180 -1.3881 2.6336 0.37 -0.48 0.02 0.458
O 2.3773 2.8519 -0.2312 -2.19 3.10 0.96 -0.946
H 1.6353 2.2720 -0.1993 -0.39 -1.26 0.13 0.480
H 3.1285 2.3891 -0.4219 2.74 -2.17 -0.92 0.468
O 2.3383 -3.8004 2.1396 1.82 0.34 1.65 -0.958
H 3.0211 -3.0847 2.3034 -2.08 -1.04 -0.82 0.451
H 0.9079 0.4918 -3.3926 3.42 -2.76 2.95 0.466
O 1.5764 -0.3119 -0.7866 -0.46 -0.56 -1.34 -1.016
H 0.4903 -0.2953 -0.8547 1.46 1.26 1.94 0.529
O -1.2012 5.1998 -0.2355 -0.99 -0.66 -0.27 -0.990
H -5.2494 2.9771 2.2256 2.40 -0.33 1.37 0.459
H -2.0100 5.2739 -0.7993 1.14 -0.19 0.75 0.453
O -3.2729 -2.8190 0.9727 -0.32 2.82 0.76 -0.945
H -0.1617 1.6263 -3.1668 1.01 -0.85 -0.17 0.503
H -2.7262 -1.9967 0.9493 1.17 -1.13 -0.71 0.472
O -2.2888 -0.7747 -4.7615 1.12 -1.70 -3.45 -0.967
H 0.4076 3.2306 -1.0020 -1.69 0.23 -0.97 0.470
H -1.3623 0.3332 -0.6683 -7.04 -1.82 -4.85 0.418
O 3.6216 -2.7463 -3.3716 -0.95 0.01 1.67 -0.974
H -3.9023 -2.1953 1.4138 -0.81 -1.55 0.00 0.467
H 0.6669 -2.9515 -0.5285 -1.31 -0.50 0.04 0.455
O -0.6986 0.5290 -0.1744 6.88 1.01 4.42 -1.193
H -1.5934 -0.8220 -4.1516 0.83 0.59 1.76 0.494
H 2.9199 -3.0044 -2.6685 1.95 0.88 -1.39 0.500
O -0.5235 2.8995 -1.1966 2.99 -1.22 0.74 -1.026
H 1.8992 -0.5931 0.0821 -0.75 0.27 -0.13 0.477
H 1.7047 -3.5381 1.4807 0.17 0.76 -0.83 0.499
O -1.6912 -0.5625 2.6461 0.08 1.35 -2.26 -0.984
H 4.2251 -2.0662 -2.9850 -1.08 -0.95 -0.13 0.472
H -1.4624 -0.1290 1.7347 -0.23 -0.74 1.88 0.515
```
Forces are in eV/Å.

## Properties
Frontier orbital gap, eV: 9.2
Energy above the lowest of the compared OMol25 structures with the same formula, charge and spin, kJ/mol: 601.10
Charge: -1
HOMO, eV: -7.0
Energy, eV: -33261.5996